The following is a DFT calculation (ωB97M-V/def2-TZVPD) of 7 unconnected molecules or ions with the total composition C17H41F4N8O6S in a non-equilibrium geometry.

Properties
Molecular weight: 561.62 g/mol
Net charge: +1
E: -2359.1934 Eh
HOMO energy: -11.5 eV

Cartesian coordinates (Å):
1 N 3.590 -3.121 -2.758
2 C 3.607 -1.635 -3.118
3 C 2.348 -0.797 -2.403
4 C 1.042 -0.632 -3.392
5 N -0.279 -1.039 -2.751
6 S -1.426 0.268 -3.134
7 C -0.893 -2.296 -3.371
8 F -2.092 -2.616 -2.509
9 F -1.397 -1.960 -4.737
10 C 0.095 -3.604 -3.359
11 F 0.449 -4.114 -2.014
12 F -0.669 -4.717 -4.034
13 H 2.848 -3.221 -2.002
14 H 3.219 -3.677 -3.566
15 H 4.664 -1.236 -2.754
16 H 3.531 -1.468 -4.297
17 H 2.079 -1.262 -1.340
18 H 2.806 0.278 -2.160
19 H 0.960 0.535 -3.630
20 H 1.196 -1.140 -4.461
21 H -0.206 -1.184 -1.699
22 H -2.745 -0.160 -2.916
23 H 1.035 -3.418 -4.053
24 O -4.324 -1.448 0.451
25 C -4.755 -2.592 0.354
26 N -4.424 -3.377 -0.707
27 C -5.665 -3.214 1.374
28 H -4.753 -4.324 -0.830
29 H -3.811 -2.980 -1.408
30 H -6.579 -2.618 1.446
31 H -5.158 -3.229 2.342
32 H -5.936 -4.239 1.104
33 O 3.428 0.464 0.012
34 C 3.516 1.174 1.007
35 N 4.486 0.957 1.937
36 C 2.585 2.318 1.283
37 H 4.599 1.514 2.772
38 H 5.126 0.190 1.773
39 H 1.562 1.938 1.349
40 H 2.656 3.041 0.466
41 H 2.831 2.825 2.220
42 O 2.698 2.122 5.123
43 C 1.569 1.669 5.270
44 N 1.012 0.858 4.329
45 C 0.718 1.960 6.473
46 H 0.087 0.461 4.406
47 H 1.566 0.647 3.509
48 H 0.555 3.039 6.541
49 H 1.236 1.610 7.370
50 H -0.253 1.463 6.413
51 O -5.164 4.435 -4.884
52 C -4.726 3.381 -4.438
53 N -3.398 3.228 -4.182
54 C -5.594 2.192 -4.142
55 H -2.990 2.380 -3.815
56 H -2.793 4.015 -4.374
57 H -6.091 1.875 -5.062
58 H -6.343 2.474 -3.397
59 H -5.012 1.352 -3.751
60 O 5.123 -0.901 3.664
61 C 5.479 -1.785 4.435
62 N 6.534 -2.591 4.135
63 C 4.800 -2.051 5.747
64 H 6.864 -3.331 4.737
65 H 7.008 -2.431 3.256
66 H 3.752 -2.302 5.562
67 H 4.859 -1.153 6.368
68 H 5.269 -2.880 6.285
69 O -1.722 2.866 -1.034
70 C -2.565 3.544 -0.457
71 N -3.614 2.959 0.185
72 C -2.517 5.043 -0.406
73 H -4.331 3.474 0.673
74 H -3.667 1.949 0.165
75 H -2.551 5.436 -1.426
76 H -1.587 5.355 0.077
77 H -3.358 5.458 0.156